98
Properties=species:S:1:pos:R:3:lowdin_charge:R:1 method="wB97M-V/def2-TZVPD" e_lumo_ev=1.82 charge=-1 spin_multiplicity=1 homo_lumo_gap_ev=4.01 fmax_ev_per_a=3.2
C -2.378 -1.147 0.527 -0.177
C -2.233 0.359 0.580 -0.562
O -3.406 1.137 0.223 -0.469
H -3.008 -1.552 1.318 0.048
H -1.433 -1.687 0.588 0.035
H -2.767 -1.382 -0.464 0.044
H -1.325 0.660 0.057 0.052
H -2.000 0.570 1.624 0.050
C -2.515 -8.423 3.936 -0.123
C -3.554 -9.390 3.711 -0.380
O -4.728 -8.817 4.207 -0.065
H -2.497 -8.046 4.959 0.083
H -2.661 -7.572 3.271 0.089
H -1.563 -8.914 3.737 0.080
H -3.346 -10.292 4.286 0.110
H -3.533 -9.697 2.665 0.119
H -4.845 -9.027 5.136 0.087
C -1.872 -7.642 -2.990 -0.103
C -0.969 -7.530 -4.237 -0.300
O -1.795 -7.461 -5.411 -0.088
H -2.401 -6.700 -2.843 0.070
H -1.383 -7.861 -2.041 0.069
H -2.658 -8.388 -3.100 0.068
H -0.311 -8.395 -4.315 0.107
H -0.430 -6.604 -4.038 0.102
H -2.448 -6.776 -5.246 0.074
C 3.088 4.835 5.015 -0.082
C 3.019 6.342 5.408 -0.302
O 2.310 6.939 4.315 -0.084
H 3.838 4.561 4.273 0.063
H 2.165 4.420 4.610 0.077
H 3.498 4.278 5.857 0.060
H 3.947 6.888 5.578 0.100
H 2.622 6.478 6.414 0.095
H 2.729 7.801 4.276 0.071
C -3.431 4.017 7.443 -0.083
C -4.380 3.407 6.432 -0.458
C -5.060 2.091 6.756 -0.235
O -5.744 1.467 5.696 -0.145
C -6.001 0.054 6.007 -0.080
N -5.368 4.400 6.208 0.020
H -2.596 3.323 7.546 0.070
H -3.870 4.118 8.435 0.073
H -3.045 5.010 7.214 0.076
H -3.821 3.334 5.499 0.150
H -5.745 2.283 7.582 0.122
H -4.289 1.468 7.209 0.116
H -5.228 -0.531 6.506 0.077
H -6.305 -0.606 5.195 0.084
H -6.878 0.080 6.653 0.076
H -4.950 5.283 5.952 0.071
H -5.853 4.599 7.071 0.068
C 9.155 1.388 -0.362 -0.056
C 7.993 1.238 -1.403 -0.449
C 6.703 0.727 -0.729 -0.201
O 6.837 -0.654 -0.404 -0.190
C 5.638 -1.127 0.205 -0.101
N 7.964 2.451 -2.137 0.014
H 8.753 1.834 0.547 0.075
H 10.034 1.944 -0.688 0.064
H 9.579 0.392 -0.237 0.070
H 8.332 0.491 -2.121 0.126
H 5.841 0.898 -1.373 0.121
H 6.500 1.311 0.169 0.119
H 5.399 -0.520 1.079 0.090
H 5.886 -2.155 0.470 0.086
H 4.823 -1.218 -0.513 0.088
H 8.837 2.510 -2.642 0.072
H 7.267 2.363 -2.862 0.070
C 0.968 -0.549 -7.127 -0.065
C 2.071 0.476 -6.810 -0.428
C 3.282 0.388 -7.815 -0.195
O 4.300 1.345 -7.518 -0.194
C 5.516 1.111 -8.205 -0.127
N 1.571 1.801 -6.957 0.024
H 0.601 -0.665 -8.147 0.072
H 0.144 -0.444 -6.422 0.084
H 1.490 -1.505 -7.073 0.068
H 2.366 0.278 -5.780 0.141
H 3.012 0.439 -8.870 0.127
H 3.723 -0.578 -7.573 0.113
H 6.167 1.973 -8.062 0.085
H 5.450 1.032 -9.290 0.078
H 6.053 0.199 -7.942 0.082
H 1.354 1.946 -7.932 0.073
H 2.346 2.442 -6.862 0.063
O -7.825 3.195 -3.629 -0.053
H -6.966 2.785 -3.730 0.031
H -8.065 3.471 -4.513 0.020
O -1.768 6.562 1.084 -0.059
H -1.893 5.626 0.932 0.037
H -0.983 6.614 1.630 0.020
O -7.696 -1.154 -0.187 -0.061
H -6.797 -0.915 -0.413 0.033
H -7.933 -1.825 -0.826 0.017
O -3.232 2.835 -4.894 -0.064
H -2.999 2.477 -4.037 0.036
H -2.392 3.012 -5.316 0.021